No. 1
Molecular formula: C2H5N
Method: DFT, ωB97M-V with the def2-TZVPD basis set

Output
**HOMO-LUMO gap**: 0.4585 hartree
**Energy**: -133.88924 Ha
**Multiplicity**: 1
**Total charge**: 0
**ΔE to the lowest compared entry with this formula, charge and spin**: 27.7 kcal per mole

Atoms and positions in Å:
C  -2.0478  0.5296  0.7585
C  0.7613  -1.4278  -0.0948
N  -2.8633  1.2022  1.2049
H  -0.1333  -0.8150  -0.5015
H  1.3550  -1.7463  -0.9101
H  0.6009  -2.3710  0.3904
H  1.3270  -0.7881  0.6581
H  -3.7654  1.6754  1.4735

***

No. 2
Molecular formula: C6H12F6O8S2Sn
Method: DFT, ωB97M-V with the def2-TZVPD basis set

Output
**HOMO-LUMO gap**: 0.2948 hartree
**Energy**: -2447.34639 Ha
**Multiplicity**: 1
**Total charge**: 0
**ΔE to the lowest compared entry with this formula, charge and spin**: 82.0 kcal per mole

Atoms and positions in Å:
Sn  0.5149  -1.1980  0.5960
C  0.1811  1.0365  -3.1659
F  0.4822  1.7946  -2.1290
F  -0.5635  1.7033  -4.0285
F  1.2698  0.7365  -3.8790
S  -0.6659  -0.5795  -2.5171
O  0.0733  -0.8693  -1.2434
O  -2.0226  -0.2600  -2.2565
O  -0.3757  -1.6046  -3.5115
C  -3.0169  -3.8143  -0.1261
F  -3.9731  -4.4520  -0.8832
F  -3.5382  -2.6702  0.4103
F  -2.4294  -4.6236  0.7601
S  -1.6093  -3.2138  -1.2173
O  -0.8637  -4.4125  -1.6053
O  -2.1668  -2.5877  -2.4100
O  -0.7876  -2.2518  -0.4377
C  0.0133  2.2221  2.9332
C  -0.5325  0.8820  2.4390
O  0.3616  -0.1853  2.4722
H  0.9912  2.5256  2.5593
H  -0.0407  2.1783  4.0210
H  -0.6748  3.0178  2.6477
H  -0.8111  1.0109  1.3932
H  -1.4643  0.6911  2.9713
H  1.1769  0.0531  2.9194
C  2.5187  2.3006  0.9633
C  1.8545  1.5155  -0.1193
O  2.1124  0.0761  0.0082
H  2.1396  3.3172  1.0675
H  3.6066  2.2831  0.8984
H  2.4145  1.8148  1.9335
H  2.0510  2.0384  -1.0553
H  0.7672  1.5890  -0.0981
H  3.0071  -0.0638  -0.3105

***

No. 3
Molecular formula: C5H8IN2O
Method: DFT, ωB97M-V with the def2-TZVPD basis set

Output
**HOMO-LUMO gap (spin up / spin down)**: 0.2375 / 0.3026 hartree
**Energy**: -677.38503 Ha
**Multiplicity**: 3
**Total charge**: +1
**ΔE to the lowest compared entry with this formula, charge and spin**: 0.0 kcal per mole

Atoms and positions in Å:
C  0.1439  1.1854  -0.2596
C  -0.4434  -1.0082  0.3080
C  1.0639  0.3773  1.3584
C  -1.2547  -2.2395  0.1985
C  0.3723  2.2471  -1.3021
N  -0.5070  0.0293  -0.5574
N  0.5207  -0.8482  1.2383
O  0.1889  1.4253  1.0999
I  3.0800  0.7152  1.7594
H  -0.8462  -2.9161  -0.5541
H  -2.2805  -2.0091  -0.0766
H  -1.2664  -2.7640  1.1509
H  1.1589  2.9227  -0.9743
H  -0.5386  2.8297  -1.4247
H  0.6577  1.7980  -2.2517
H  -0.9325  -0.1043  -1.4702
H  0.8830  -1.6404  1.7576